Entry from the Open Molecules 2025 dataset: C36H98CrF12N10O21S4 as an isolated structure at a distorted geometry (wB97M-V/def2-TZVPD).

Values from the calculation:
Charge ... +1
Maximum force ... 6.8 eV Å⁻¹
2S+1 ... 4
Kohn-Sham gap (spin up / spin down) ... 3.27 / 4.71 eV

```
182
Properties=species:S:1:pos:R:3:lowdin_spin:R:1
Cr 4.9609 7.7466 21.1804 2.9191
C 7.5904 8.8320 24.1950 0.0031
F 7.1389 9.6037 23.2201 0.0004
F 8.9343 8.7290 24.1094 0.0010
F 7.2234 9.4784 25.3843 0.0004
S 6.7195 7.0269 23.9949 0.0059
O 7.6323 6.2452 23.2043 0.0024
O 6.5717 6.5284 25.3350 0.0010
N 5.1956 7.3730 23.1029 0.0051
S 4.1833 7.6243 24.3325 0.0076
O 4.8019 8.3154 25.4637 -0.0069
O 3.0596 8.4351 23.8058 -0.0003
C 3.4037 5.9216 24.8470 0.0026
F 4.3626 4.9378 24.9870 0.0003
F 2.7033 6.0656 25.9427 0.0011
F 2.5763 5.4626 23.8642 0.0003
C 3.3684 5.1458 18.3630 0.0018
F 4.3518 5.0020 17.4585 0.0003
F 2.8353 6.3687 18.1507 0.0006
F 2.3692 4.3609 18.0979 0.0007
S 3.9576 4.6703 20.2062 0.0057
O 2.7449 4.7834 20.9876 0.0020
O 4.3434 3.2227 20.1357 -0.0046
N 5.2618 5.8210 20.6561 -0.0088
S 6.6167 4.8538 20.4736 0.0057
O 6.7759 4.0074 19.3204 -0.0057
O 7.7353 5.7906 20.6467 0.0002
C 6.7321 3.5443 22.0318 0.0007
F 7.7655 3.7359 22.9275 0.0001
F 5.5796 3.6008 22.6836 0.0004
F 6.8125 2.3005 21.4613 0.0002
O 9.4245 7.5533 18.9314 0.0000
H 10.2438 7.8541 19.3246 0.0000
H 9.6968 7.0557 18.1604 0.0000
O 6.9622 8.4085 20.7845 0.0165
H 7.2680 9.2823 21.0275 0.0007
H 7.7308 7.9821 20.4054 0.0012
O 2.9801 7.5768 21.0756 0.0227
H 2.2458 8.1010 20.7558 0.0002
H 2.5739 6.7858 21.4298 0.0031
O 4.5755 8.3894 19.2535 0.0134
H 3.9035 8.7892 18.7014 -0.0002
H 5.1456 7.9259 18.6400 0.0018
O 6.3779 7.2827 17.9299 0.0003
H 6.2602 7.1576 16.9883 0.0000
H 7.3169 7.4354 18.0362 0.0000
C 10.6536 -0.6078 18.2507 0.0000
C 9.2845 0.0624 18.1688 0.0000
C 9.2708 1.5164 18.7662 0.0000
O 9.9057 1.4961 20.0312 0.0000
C 10.2548 2.8775 20.3572 0.0000
N 8.9455 0.0372 16.7349 0.0000
H 10.6529 -1.5859 17.7697 0.0000
H 10.9174 -0.6782 19.3060 0.0000
H 11.3350 0.0504 17.7116 0.0000
H 8.4776 -0.5146 18.6205 0.0000
H 8.2750 1.9494 18.6715 0.0000
H 9.8569 2.1149 18.0688 0.0000
H 10.9947 2.8053 21.1543 0.0000
H 9.3634 3.4181 20.6757 0.0000
H 10.7890 3.5835 19.7214 0.0000
H 9.0550 -0.9070 16.3935 0.0000
H 7.9396 0.1230 16.7646 0.0000
C 3.0121 -2.8641 27.3695 0.0000
C 3.3993 -1.3464 27.1643 0.0000
C 2.8941 -0.6361 25.8666 0.0000
O 3.6961 0.5441 25.5445 0.0000
C 3.0837 1.3866 24.5477 0.0000
N 2.8236 -0.6095 28.3125 0.0000
H 1.9491 -3.0128 27.1798 0.0000
H 3.2429 -3.1396 28.3985 0.0000
H 3.7286 -3.5023 26.8523 0.0000
H 4.4887 -1.3155 27.1467 0.0000
H 1.8219 -0.4449 25.8223 0.0000
H 3.1174 -1.2664 25.0058 0.0000
H 2.2212 1.7281 25.1200 0.0000
H 2.8412 0.8809 23.6131 0.0000
H 3.6606 2.2728 24.2833 0.0000
H 3.0999 0.3619 28.2993 0.0000
H 1.8328 -0.6737 28.1269 0.0000
C 2.1697 5.5436 14.6684 0.0000
C 1.6193 4.1307 14.7524 0.0000
C 0.2240 3.7871 14.2168 0.0000
O -0.0544 2.3498 14.2975 0.0000
C -1.2671 1.8928 13.7683 0.0000
N 2.5210 3.3974 13.8818 0.0000
H 3.2219 5.6888 14.9132 0.0000
H 1.5585 6.0776 15.3959 0.0000
H 2.0037 6.0298 13.7070 0.0000
H 1.7289 3.7867 15.7809 0.0000
H 0.1947 4.1326 13.1834 0.0000
H -0.5530 4.4405 14.6136 0.0000
H -1.4081 1.7898 12.6923 0.0000
H -2.1289 2.4450 14.1430 0.0000
H -1.2332 0.8581 14.1094 0.0000
H 1.9456 2.5754 13.7659 0.0000
H 3.3739 3.0615 14.3060 0.0000
C 9.4114 4.8508 26.3547 0.0000
C 9.0874 3.4151 26.6834 0.0000
C 8.9836 3.1520 28.2581 0.0000
O 10.2340 2.9595 28.9635 0.0000
C 10.0651 2.6407 30.3004 0.0000
N 7.7824 3.1023 26.0674 0.0000
H 9.4719 4.9946 25.2760 0.0000
H 10.4000 5.0908 26.7462 0.0000
H 8.7608 5.6050 26.7975 0.0000
H 9.9095 2.8589 26.2330 0.0000
H 8.3095 2.2955 28.2650 0.0000
H 8.4289 3.9862 28.6878 0.0000
H 11.0382 2.6235 30.7911 0.0000
H 9.6508 1.6409 30.4300 0.0000
H 9.6274 3.4804 30.8403 0.0000
H 7.2332 3.9244 26.2743 0.0000
H 7.8480 3.1964 25.0639 0.0000
C 0.1266 6.4386 20.0604 0.0000
C -0.5427 7.3125 21.1810 0.0001
C -2.0026 6.8835 21.6581 0.0000
O -2.8399 7.2361 20.6046 0.0000
C -4.2177 7.0241 20.8602 0.0000
N 0.3889 7.2753 22.2949 -0.0018
H 0.4677 5.4490 20.3644 0.0000
H 0.9486 6.8569 19.4795 0.0000
H -0.6577 6.2480 19.3278 0.0000
H -0.3917 8.3618 20.9274 0.0000
H -2.2378 7.3994 22.5891 0.0000
H -1.9921 5.7977 21.7529 0.0000
H -4.6110 7.4872 21.7651 0.0000
H -4.3474 5.9530 20.7050 0.0000
H -4.7449 7.4778 20.0210 0.0000
H 0.1112 8.0792 22.8396 0.0000
H 0.1483 6.4724 22.8585 -0.0001
C -1.4646 2.0499 21.5481 0.0000
C -0.3299 1.1989 21.0520 0.0000
C 0.2753 1.5687 19.6834 0.0000
O -0.7661 1.9131 18.8105 0.0000
C -0.6079 1.6996 17.4359 0.0000
N 0.7115 1.2837 22.0450 0.0000
H -1.8242 1.6398 22.4918 0.0000
H -2.3075 2.0343 20.8571 0.0000
H -1.1214 3.0486 21.8181 0.0000
H -0.6521 0.1679 20.9056 0.0000
H 0.8481 0.7262 19.2958 0.0000
H 0.9790 2.3918 19.5599 0.0000
H -1.3744 2.1905 16.8362 0.0000
H -0.5965 0.6445 17.1629 0.0000
H 0.3793 2.1060 17.2157 0.0000
H 0.8233 2.2725 22.2180 0.0000
H 1.5297 0.8843 21.6078 0.0000
C 6.1665 3.0417 13.8488 0.0000
C 6.1542 3.5598 15.2898 0.0000
C 5.7226 2.5584 16.3483 0.0000
O 4.5325 1.9419 15.9422 0.0000
C 3.8550 1.3517 16.9885 0.0000
N 7.5130 3.9701 15.5660 0.0000
H 6.8945 2.3109 13.4967 0.0000
H 6.3525 3.7926 13.0809 0.0000
H 5.2506 2.5148 13.5812 0.0000
H 5.4414 4.3694 15.4465 0.0000
H 5.5596 3.0675 17.2982 0.0000
H 6.4792 1.8102 16.5849 0.0000
H 3.8582 1.9378 17.9075 0.0000
H 4.1580 0.3162 17.1436 0.0000
H 2.8011 1.2961 16.7158 0.0000
H 8.1633 3.2021 15.4800 0.0000
H 7.7722 4.6608 14.8762 0.0000
C 5.5502 -0.3710 21.9414 0.0000
C 5.0113 -0.8527 20.5307 0.0000
C 3.6347 -0.5741 19.9637 0.0000
O 2.5756 -0.6609 20.8553 0.0000
C 2.3671 -2.0381 21.2609 0.0000
N 5.9869 -0.2968 19.5448 0.0000
H 4.8054 -0.6353 22.6921 0.0000
H 5.4621 0.7147 21.9833 0.0000
H 6.5270 -0.6738 22.3186 0.0000
H 5.0517 -1.9333 20.3940 0.0000
H 3.4146 -1.0793 19.0233 0.0000
H 3.6780 0.5071 19.8323 0.0000
H 1.4494 -2.0548 21.8488 0.0000
H 3.1910 -2.5461 21.7622 0.0000
H 2.2198 -2.6105 20.3450 0.0000
H 6.9020 -0.6233 19.8207 0.0000
H 6.1122 0.7052 19.5685 0.0000
```